[1]
ORCA calculation (ωB97M-V with the def2-TZVPD basis set) on a single CH5PS molecule at a distorted geometry.

Results
HOMO level = -0.3300 Ha
F_max = 0.0552 Eh/bohr
SMILES = CPS
LUMO level = 0.1 eV
E = -780.59508 Eh
charge = 0
energy relative to the best compared isomer or geometry (same formula, charge and spin) = 17.2 kcal/mol
HOMO-LUMO gap = 9.10 eV

Last column: Mulliken charge in e.
Element x y z (Å)
C 1.11 0.48 0.19  -0.9947
P -0.02 -0.98 0.29  0.0834
S -2.07 0.24 -0.12  -0.3314
H 0.86 1.00 -0.70  0.3111
H 2.13 0.39 0.32  0.4132
H 0.90 0.96 1.10  0.3086
H -0.07 -1.18 -1.00  0.0644
H -2.84 -0.91 -0.08  0.1453

[2]
ORCA calculation (ωB97M-V with the def2-TZVPD basis set) on a single CH5PS molecule at a distorted geometry.

Results
HOMO level = -0.3349 Ha
F_max = 0.1744 Eh/bohr
SMILES = CSP
LUMO level = 0.9 eV
E = -780.53852 Eh
charge = 0
energy relative to the best compared isomer or geometry (same formula, charge and spin) = 52.7 kcal/mol
HOMO-LUMO gap = 10.01 eV

Last column: Mulliken charge in e.
Element x y z (Å)
C -0.87 -0.56 0.01  -0.9810
S 0.98 -1.04 -0.48  -0.1152
P 1.57 0.97 -0.32  0.0763
H -1.22 -1.63 0.11  0.2996
H -0.81 -0.52 1.05  0.3859
H -1.21 0.25 -0.60  0.3511
H 1.15 1.06 0.78  0.0091
H 0.40 1.46 -0.54  -0.0258

[3]
ORCA calculation (ωB97M-V with the def2-TZVPD basis set) on a 2-piece molecular cluster, CH5PS2 overall at a distorted geometry.

Results
HOMO level = -0.3242 Ha
F_max = 0.0607 Eh/bohr
SMILES = CP=S.S
LUMO level = -1.3 eV
E = -1178.78855 Eh
charge = 0
energy relative to the best compared isomer or geometry (same formula, charge and spin) = 36.6 kcal/mol
HOMO-LUMO gap = 7.57 eV

Last column: Mulliken charge in e.
Element x y z (Å)
C 1.33 -1.32 -0.77  -0.8731
P 1.22 -0.71 1.00  0.2263
S 1.70 1.14 0.70  -0.2415
H 1.30 -0.50 -1.60  0.2793
H 2.22 -1.88 -0.97  0.3281
H 0.54 -2.13 -1.08  0.2842
S -2.88 1.46 1.40  -0.2687
H -3.00 2.75 1.12  0.1382
H -2.42 1.19 0.20  0.1273